i:
DFT (the ωB97M-V functional and the def2-TZVPD basis) results for a cluster of 2 separate species, C5H17N2O in total.

XYZ file:
```
25
Properties=species:S:1:pos:R:3:nbo_charge:R:1
C 0.084 0.880 1.453 -0.232
C -0.926 0.679 0.405 -0.497
C -0.404 0.238 -0.931 -0.410
C -0.001 -1.198 -0.907 -0.241
N -1.057 -1.984 -0.234 -0.655
C -1.956 -2.548 -1.173 -0.403
N 0.716 2.271 1.362 -0.711
H 0.870 0.069 1.430 0.240
H -0.227 0.680 2.490 0.234
H -1.546 -0.193 0.765 0.292
H -1.583 1.508 0.166 0.221
H 0.522 0.757 -1.151 0.197
H -1.151 0.445 -1.798 0.231
H 0.943 -1.353 -0.462 0.198
H 0.286 -1.552 -1.936 0.199
H -0.704 -2.723 0.364 0.372
H -2.512 -3.427 -0.856 0.217
H -1.459 -2.832 -2.046 0.179
H -2.745 -1.658 -1.322 0.175
H -0.014 2.848 0.944 0.444
H 1.616 2.146 0.895 0.475
H 0.858 2.654 2.345 0.441
H 3.766 1.425 0.760 0.489
H 3.595 1.631 -0.700 0.511
O 3.028 1.235 0.138 -0.964
```

Output
Total charge: +1
E_HOMO in eV: -11.79
HOMO-LUMO gap in eV: 8.43

---

ii:
DFT (the ωB97M-V functional and the def2-TZVPD basis) results for a cluster of 2 separate species, C5H17N2O in total.

XYZ file:
```
25
Properties=species:S:1:pos:R:3:nbo_charge:R:1
C 1.931 -0.047 -1.134 -0.644
C 2.405 1.123 -0.280 0.090
C 1.269 1.992 0.249 -0.633
O 3.188 2.017 -1.061 -0.710
H 2.769 -0.583 -1.582 0.242
H 1.317 0.332 -1.962 0.192
H 1.378 -0.784 -0.538 0.188
H 3.003 0.754 0.561 0.174
H 0.695 1.508 1.040 0.182
H 0.633 2.305 -0.589 0.195
H 1.716 2.890 0.664 0.260
H 3.843 1.522 -1.565 0.477
N -1.336 0.026 -0.544 -0.681
C -1.536 -1.304 0.143 -0.221
C -2.836 -1.284 0.943 -0.239
N -2.885 -2.500 1.731 -0.814
H -2.194 0.270 -1.041 0.439
H -1.140 0.783 0.115 0.447
H -0.550 -0.019 -1.200 0.459
H -1.548 -2.061 -0.639 0.238
H -0.682 -1.469 0.798 0.225
H -2.882 -0.361 1.538 0.173
H -3.671 -1.280 0.246 0.208
H -2.229 -2.443 2.502 0.365
H -3.800 -2.634 2.143 0.386
```

Output
Total charge: +1
E_HOMO in eV: -13.58
HOMO-LUMO gap in eV: 10.21

---

Most stable: ii

---

i:
DFT (the ωB97M-V functional and the def2-TZVPD basis) results for a cluster of 2 separate species, C2H3BrO in total.

XYZ file:
```
7
Properties=species:S:1:pos:R:3:nbo_charge:R:1
C -0.666 0.340 -0.096 0.845
C 0.458 -0.131 0.582 -0.831
O -1.666 0.879 0.027 -0.367
Br -0.428 -0.271 -2.723 -0.580
H 1.377 0.439 0.065 0.330
H 0.738 -1.238 0.448 0.322
H 0.187 -0.016 1.697 0.281
```

Output
E_HOMO in eV: -9.03
HOMO-LUMO gap in eV: 8.25

---

ii:
DFT (the ωB97M-V functional and the def2-TZVPD basis) results for a cluster of 2 separate species, C2H3BrO in total.

XYZ file:
```
7
Properties=species:S:1:pos:R:3:nbo_charge:R:1
C -0.380 0.484 0.519 0.053
C 0.687 0.823 -0.134 -0.500
O -0.574 -2.165 -0.094 -0.898
Br -1.675 0.571 1.654 0.393
H 1.385 0.293 -0.777 0.288
H 1.156 1.911 -0.233 0.262
H -0.600 -1.918 -0.936 0.402
```

Output
E_HOMO (alpha / beta) in eV: -8.54 / -8.54
HOMO-LUMO gap (alpha / beta) in eV: 6.62 / 6.62

---

Most stable: i

---

i:
DFT (the ωB97M-V functional and the def2-TZVPD basis) results for a cluster of 2 separate species, C2H3BrO in total.

XYZ file:
```
7
Properties=species:S:1:pos:R:3:nbo_charge:R:1
C 0.996 -0.772 0.686 0.426
C -1.094 0.708 -0.711 -0.507
O 0.542 -1.794 1.063 -0.480
Br 2.648 0.036 1.216 0.028
H -0.585 0.845 -1.692 0.179
H -0.895 1.222 0.199 0.182
H -1.611 -0.244 -0.761 0.172
```

Output
E_HOMO (alpha / beta) in eV: -9.16 / -9.08
HOMO-LUMO gap (alpha / beta) in eV: 9.08 / 7.63

---

ii:
DFT (the ωB97M-V functional and the def2-TZVPD basis) results for a cluster of 2 separate species, C2H3BrO in total.

XYZ file:
```
7
Properties=species:S:1:pos:R:3:nbo_charge:R:1
C -0.457 -0.365 -0.010 0.240
C 0.588 0.574 -0.212 -0.777
O -0.628 -1.455 1.685 -0.614
Br -1.886 -0.897 -0.888 0.319
H 1.487 -0.118 -0.031 0.308
H 0.481 1.276 0.573 0.292
H 0.414 0.985 -1.118 0.231
```

Output
E_HOMO (alpha / beta) in eV: -9.22 / -8.41
HOMO-LUMO gap (alpha / beta) in eV: 7.98 / 6.82

---

Most stable: i

---

i:
DFT (the ωB97M-V functional and the def2-TZVPD basis) results for a structure of composition C40H54BN3RhSSi.

XYZ file:
```
101
Properties=species:S:1:pos:R:3:mulliken_charge:R:1
Rh 0.151 -0.410 0.230 -1.755
C 0.039 1.541 2.312 0.189
C -1.043 1.550 1.436 -1.263
C -1.034 2.388 0.315 0.229
C 0.030 3.248 0.111 -0.739
C 1.093 3.269 1.010 -0.536
C 1.112 2.405 2.090 -0.681
H 0.020 0.900 3.185 0.488
H -1.905 0.943 1.660 0.194
H -1.875 2.383 -0.366 0.539
H 0.028 3.919 -0.738 0.417
H 1.906 3.968 0.862 0.553
H 1.947 2.412 2.778 0.429
C 6.009 -3.314 -1.879 -1.106
Si 5.025 -3.186 -0.289 0.076
C 3.745 -4.553 -0.266 -0.483
C 6.144 -3.336 1.205 -1.113
C 4.316 -1.418 -0.261 -0.135
C 5.245 -0.387 -0.439 -0.347
C 4.853 0.940 -0.462 -1.167
C 3.504 1.227 -0.319 -0.500
N 2.590 0.283 -0.137 0.282
C 2.998 -0.998 -0.091 1.013
S 1.651 -2.088 0.253 -0.419
H 6.513 -4.280 -1.935 0.354
H 6.774 -2.542 -1.961 0.343
H 5.358 -3.228 -2.750 0.319
H 4.275 -5.505 -0.348 0.428
H 3.048 -4.488 -1.102 0.199
H 3.164 -4.570 0.655 -0.045
H 6.628 -4.314 1.223 0.358
H 5.575 -3.229 2.130 0.326
H 6.929 -2.579 1.210 0.349
H 6.295 -0.624 -0.560 0.356
H 5.569 1.737 -0.597 0.411
H 3.140 2.244 -0.357 0.444
C -4.277 0.193 1.358 -1.090
C -4.344 -0.842 2.479 0.476
C -5.199 -2.057 2.098 -1.406
C -3.014 -1.234 3.117 0.527
C -2.804 -0.804 4.423 -1.106
C -1.712 -1.228 5.159 -1.640
C -0.834 -2.142 4.613 -0.574
C -0.987 -2.601 3.306 0.445
C -0.078 -3.703 2.801 1.894
C -0.620 -5.068 3.245 -1.591
C 1.365 -3.561 3.287 -1.939
C -2.047 -2.085 2.551 0.429
N -2.141 -2.397 1.145 1.041
B -1.633 -1.512 0.026 1.239
N -2.187 -2.280 -1.169 0.529
C -2.615 -3.474 -0.752 -0.635
C -2.576 -3.551 0.647 -0.329
C -2.524 -1.869 -2.519 0.539
C -1.579 -1.810 -3.552 0.362
C -2.030 -1.479 -4.826 -1.342
C -3.362 -1.225 -5.090 -1.497
C -4.276 -1.287 -4.060 -0.945
C -3.883 -1.602 -2.763 0.099
C -4.959 -1.659 -1.692 3.675
C -5.818 -2.918 -1.835 -1.566
C -5.853 -0.418 -1.717 -1.738
C -0.083 -2.016 -3.414 0.855
C 0.538 -0.753 -2.826 -0.508
C 0.346 -3.298 -2.703 -1.448
H -5.278 0.360 0.963 0.564
H -3.638 -0.112 0.524 0.132
H -3.916 1.151 1.730 0.483
H -4.892 -0.353 3.290 0.669
H -4.811 -2.598 1.237 0.094
H -6.207 -1.729 1.841 0.479
H -5.274 -2.754 2.933 0.373
H -3.530 -0.141 4.876 0.462
H -1.571 -0.877 6.172 0.413
H -0.017 -2.515 5.213 0.398
H -0.070 -3.675 1.709 -0.525
H -0.618 -5.136 4.334 0.370
H 0.005 -5.872 2.855 0.445
H -1.643 -5.241 2.915 0.312
H 1.451 -3.793 4.349 0.562
H 1.752 -2.556 3.119 0.339
H 2.004 -4.265 2.755 0.238
H -2.969 -4.236 -1.429 0.768
H -2.878 -4.389 1.253 0.370
H -1.309 -1.431 -5.632 0.466
H -3.682 -0.982 -6.094 0.393
H -5.320 -1.092 -4.262 0.382
H -4.476 -1.683 -0.715 -2.196
H -6.339 -2.916 -2.793 0.412
H -6.569 -2.958 -1.044 0.409
H -5.227 -3.834 -1.789 0.287
H -6.463 -0.378 -2.619 0.476
H -5.268 0.500 -1.664 0.354
H -6.539 -0.441 -0.869 0.380
H 0.290 -2.101 -4.439 0.729
H 0.068 -0.596 -1.837 -0.423
H 0.321 0.126 -3.431 0.509
H 1.616 -0.853 -2.692 0.405
H 0.052 -3.322 -1.657 -0.090
H 1.434 -3.389 -2.729 0.382
H -0.077 -4.169 -3.206 0.416
```

Output
2S+1: 5
Total charge: +1
E_HOMO (alpha / beta) in eV: -9.11 / -11.03
HOMO-LUMO gap (alpha / beta) in eV: 7.50 / 6.31

---

ii:
DFT (the ωB97M-V functional and the def2-TZVPD basis) results for a structure of composition C40H54BN3RhSSi.

XYZ file:
```
101
Properties=species:S:1:pos:R:3:mulliken_charge:R:1
Rh 0.407 -0.257 0.434 -2.474
C -1.470 1.925 -1.529 -0.361
C -0.535 1.542 -2.490 -0.327
C -0.173 0.213 -2.618 -0.451
C -0.736 -0.752 -1.774 -0.362
C -1.670 -0.369 -0.806 -1.345
C -2.040 0.976 -0.695 0.135
H -1.751 2.966 -1.437 0.519
H -0.098 2.290 -3.139 0.437
H 0.538 -0.090 -3.376 0.452
H -0.513 -1.802 -1.923 0.548
H -2.179 -1.120 -0.216 0.565
H -2.792 1.251 0.030 0.456
C 3.101 -4.810 -1.167 -1.039
Si 4.497 -4.442 0.012 0.289
C 6.092 -4.339 -0.956 -1.085
C 4.583 -5.754 1.336 -1.079
C 4.390 -2.775 0.956 0.338
C 5.521 -2.476 1.727 -0.518
C 5.599 -1.306 2.450 -1.470
C 4.522 -0.416 2.401 -0.276
N 3.435 -0.647 1.699 0.480
C 3.370 -1.801 1.005 0.297
S 1.903 -2.070 0.136 0.027
H 3.355 -5.737 -1.688 0.363
H 2.972 -4.032 -1.920 0.321
H 2.147 -4.963 -0.662 0.319
H 6.297 -5.298 -1.436 0.351
H 6.954 -4.094 -0.334 0.358
H 6.021 -3.583 -1.741 0.329
H 4.790 -6.727 0.885 0.350
H 3.637 -5.831 1.875 0.335
H 5.369 -5.555 2.066 0.358
H 6.350 -3.174 1.761 0.365
H 6.468 -1.073 3.051 0.431
H 4.548 0.510 2.963 0.531
C -3.635 1.455 4.131 -1.801
C -2.864 0.527 3.190 2.687
C -3.831 -0.334 2.377 -1.936
C -1.874 -0.311 3.970 0.303
C -2.362 -1.336 4.772 -0.459
C -1.518 -2.092 5.561 -1.567
C -0.158 -1.849 5.531 -0.921
C 0.383 -0.847 4.731 0.218
C 1.885 -0.653 4.728 3.104
C 2.364 0.030 6.012 -1.557
C 2.594 -1.997 4.551 -1.642
C -0.493 -0.059 3.967 -0.150
N 0.006 1.096 3.259 0.483
B 0.174 1.369 1.866 3.093
N 0.547 2.763 1.777 0.721
C 0.666 3.231 3.089 -1.133
C 0.346 2.256 3.961 -0.812
C 0.616 3.703 0.684 0.060
C 1.714 3.698 -0.198 0.362
C 1.728 4.591 -1.265 -1.000
C 0.717 5.509 -1.458 -1.466
C -0.318 5.551 -0.548 -0.968
C -0.399 4.672 0.533 0.227
C -1.603 4.943 1.436 0.297
C -1.290 5.992 2.510 -1.564
C -2.324 3.745 2.036 -0.917
C 2.941 2.806 -0.104 0.255
C 3.597 2.722 1.271 -1.404
C 2.695 1.455 -0.768 1.804
H -4.315 2.100 3.572 0.394
H -2.957 2.087 4.705 0.338
H -4.230 0.874 4.839 0.394
H -2.301 1.143 2.494 -1.350
H -4.477 -0.934 3.019 0.417
H -3.297 -1.023 1.721 0.327
H -4.481 0.297 1.767 0.449
H -3.428 -1.528 4.795 0.418
H -1.918 -2.869 6.199 0.392
H 0.498 -2.449 6.149 0.358
H 2.138 -0.016 3.881 -1.545
H 2.145 -0.588 6.885 0.372
H 1.881 0.996 6.158 0.224
H 3.444 0.194 5.981 0.432
H 2.379 -2.674 5.378 0.457
H 3.675 -1.865 4.527 0.360
H 2.281 -2.492 3.630 0.352
H 0.982 4.239 3.292 0.685
H 0.328 2.289 5.038 0.559
H 2.572 4.574 -1.944 0.455
H 0.751 6.203 -2.288 0.420
H -1.102 6.290 -0.667 0.495
H -2.324 5.416 0.764 0.803
H -0.700 5.570 3.323 0.298
H -2.220 6.366 2.942 0.412
H -0.746 6.840 2.092 0.369
H -1.833 3.371 2.932 0.100
H -2.390 2.934 1.315 -0.183
H -3.340 4.033 2.312 0.516
H 3.678 3.303 -0.741 0.752
H 2.954 2.288 2.033 -0.112
H 3.897 3.720 1.598 0.410
H 4.497 2.115 1.197 0.598
H 1.835 0.951 -0.284 -1.944
H 3.557 0.794 -0.687 0.562
H 2.424 1.581 -1.817 0.533
```

Output
2S+1: 5
Total charge: +1
E_HOMO (alpha / beta) in eV: -10.31 / -10.36
HOMO-LUMO gap (alpha / beta) in eV: 8.22 / 4.67

---

Most stable: i

---

i:
DFT (the ωB97M-V functional and the def2-TZVPD basis) results for an isolated molecule of CH2S3.

XYZ file:
```
6
Properties=species:S:1:pos:R:3:nbo_charge:R:1
C -0.449 -0.503 -0.010 -0.743
S -1.385 0.674 1.021 -0.033
S 0.992 0.520 0.415 0.488
S 2.217 1.434 -0.847 -0.228
H -0.489 -1.492 0.546 0.248
H -0.887 -0.633 -1.125 0.267
```

Output
E_HOMO in eV: -9.06
HOMO-LUMO gap in eV: 6.75

---

ii:
DFT (the ωB97M-V functional and the def2-TZVPD basis) results for a cluster of 2 separate species, CH2S3 in total.

XYZ file:
```
6
Properties=species:S:1:pos:R:3:nbo_charge:R:1
C 1.217 -2.162 -1.450 -0.162
S -0.474 1.522 -0.205 -0.113
S -0.307 -2.235 -1.449 0.161
S 0.194 1.412 1.707 -0.115
H -1.657 1.092 -0.150 0.100
H 1.026 0.372 1.547 0.128
```

Output
E_HOMO in eV: -9.48
HOMO-LUMO gap in eV: 9.34

---

Most stable: i

---

i:
DFT (the ωB97M-V functional and the def2-TZVPD basis) results for a cluster of 2 separate species, C5H14NS in total.

XYZ file:
```
21
Properties=species:S:1:pos:R:3:nbo_charge:R:1
C 1.295 1.034 -1.560 -0.216
C -0.011 0.391 -2.037 -0.440
C 0.097 -1.072 -2.367 -0.613
N 1.138 2.293 -0.803 -0.869
H 1.992 1.223 -2.443 0.151
H 1.739 0.291 -0.894 0.197
H -0.482 1.008 -2.837 0.172
H -0.677 0.374 -1.158 0.249
H 0.493 -1.583 -1.476 0.241
H 0.845 -1.235 -3.193 0.170
H -0.883 -1.538 -2.601 0.195
H 2.053 2.608 -0.442 0.338
H 0.614 2.046 0.038 0.386
C -2.227 -0.684 2.195 -0.615
C -0.783 -1.203 2.214 -0.535
S 0.312 -0.308 1.148 -0.709
H -2.573 -0.605 1.129 0.198
H -2.267 0.316 2.618 0.194
H -2.902 -1.350 2.727 0.170
H -0.777 -2.263 1.919 0.163
H -0.351 -1.221 3.199 0.172
```

Output
Total charge: -1
E_HOMO in eV: -2.54
HOMO-LUMO gap in eV: 6.66

---

ii:
DFT (the ωB97M-V functional and the def2-TZVPD basis) results for a cluster of 2 separate species, C5H14NS in total.

XYZ file:
```
21
Properties=species:S:1:pos:R:3:nbo_charge:R:1
C -2.437 -0.512 -1.204 -0.227
C -1.440 -1.651 -0.899 -0.549
S 0.182 -0.995 -0.511 -0.697
N -1.936 0.546 -2.093 -0.878
H -2.632 0.006 -0.195 0.164
H -3.347 -0.968 -1.600 0.158
H -1.367 -2.263 -1.835 0.161
H -1.821 -2.266 -0.037 0.181
H -1.926 0.165 -3.052 0.320
H -0.908 0.544 -1.840 0.387
C 2.905 0.558 1.420 -0.616
C 1.772 1.658 1.360 -0.405
C 0.583 1.317 2.264 -0.631
H 3.484 0.628 2.347 0.173
H 3.596 0.788 0.599 0.195
H 2.549 -0.494 1.280 0.238
H 1.378 1.578 0.271 0.230
H 2.233 2.628 1.590 0.175
H -0.123 2.155 2.443 0.193
H 0.152 0.331 1.993 0.259
H 1.068 1.053 3.210 0.170
```

Output
Total charge: -1
E_HOMO in eV: -2.62
HOMO-LUMO gap in eV: 6.65

---

Most stable: i